# 1
{"formula": "C2H12O3S2", "method": "ωB97M-V/def2-TZVPD", "energy_ev": -30072.1954, "s_squared": 0.75, "homo_energy_ha": [-0.49264, -0.49264], "total_charge": 1, "spin_multiplicity": 2, "gap_ev": [7.94, 5.06], "species": ["C", "C", "S", "S", "H", "H", "H", "H", "H", "H", "H", "H", "O", "H", "H", "O", "H", "H", "O"], "xyz": [[-0.449, 0.944, 2.697], [-1.677, 1.577, 2.087], [-1.589, 1.533, 0.226], [-3.035, 0.457, -0.763], [0.433, 1.402, 2.252], [-0.298, 1.042, 3.778], [-0.379, -0.145, 2.609], [-2.573, 0.942, 2.146], [-1.797, 2.571, 2.524], [-4.070, 0.706, 0.068], [-2.468, -6.203, 0.020], [-1.305, -6.744, -0.642], [-2.214, -6.986, -0.463], [1.979, -0.451, -3.255], [1.902, -1.615, -4.069], [2.473, -1.255, -3.385], [5.346, 3.427, -2.163], [5.124, 4.781, -1.717], [4.595, 4.016, -1.951]]}


# 2
{"formula": "C2H12O5", "method": "ωB97M-V/def2-TZVPD", "energy_ev": -12503.5195, "homo_energy_ha": -0.33732, "gap_ev": 9.50, "smiles": "C=CO.O.O.O.O", "species": ["C", "C", "O", "H", "H", "H", "H", "O", "H", "H", "O", "H", "H", "O", "H", "H", "O", "H", "H"], "xyz": [[2.259, -1.134, 0.824], [1.410, -0.263, 1.449], [1.463, 1.051, 1.157], [2.000, -2.221, 1.072], [3.159, -1.027, 0.233], [0.711, -0.510, 2.345], [0.821, 1.630, 1.107], [-0.915, -0.979, 0.901], [-1.798, -1.006, 0.654], [-0.888, -1.692, 1.686], [0.498, -0.026, -1.578], [1.335, -0.423, -1.242], [-0.056, 0.064, -0.707], [-2.818, -1.053, -1.179], [-2.882, -0.030, -1.177], [-1.914, -1.255, -1.238], [-0.909, 2.333, -0.986], [-0.161, 1.687, -1.019], [-0.902, 2.561, -1.873]]}


# 3
{"formula": "C2H12O6", "method": "ωB97M-V/def2-TZVPD", "energy_ev": -14554.6637, "homo_energy_ha": -0.40559, "gap_ev": 11.41, "smiles": "CC(=O)O.O.O.O.O", "species": ["C", "C", "O", "O", "H", "H", "H", "H", "O", "H", "H", "O", "H", "H", "O", "H", "H", "O", "H", "H"], "xyz": [[0.601, -1.767, -1.328], [-0.227, -0.520, -1.155], [-0.140, 0.328, -0.301], [-1.238, -0.552, -2.035], [0.852, -1.875, -2.379], [0.015, -2.613, -0.976], [1.485, -1.719, -0.695], [-1.853, 0.194, -1.897], [0.652, -1.374, 2.525], [0.279, -1.316, 3.401], [0.682, -0.444, 2.254], [-2.748, 1.727, -1.736], [-3.493, 2.156, -1.310], [-1.975, 2.280, -1.522], [-0.557, 2.903, -0.298], [-0.467, 1.941, -0.181], [-0.957, 3.264, 0.497], [3.513, -1.142, 3.158], [2.598, -1.008, 2.861], [3.742, -2.006, 2.804]]}


# 4
{"formula": "C2H12OSi3", "method": "ωB97M-V/def2-TZVPD", "energy_ev": -27947.5511, "homo_energy_ha": -0.32607, "gap_ev": 7.56, "species": ["C", "C", "O", "Si", "Si", "Si", "H", "H", "H", "H", "H", "H", "H", "H", "H", "H", "H", "H"], "xyz": [[1.050, 1.559, 0.891], [0.709, -0.600, -1.499], [-1.429, 0.984, -0.412], [-2.696, -0.025, -0.229], [0.351, -2.184, 2.262], [0.191, 1.082, -0.719], [1.046, 2.607, 1.267], [0.643, 0.960, 1.745], [2.209, 1.541, 0.783], [0.945, -1.393, -0.814], [-0.247, -1.059, -1.927], [1.293, -0.457, -2.403], [-2.586, -0.892, 1.020], [-3.814, 0.850, -0.136], [-2.879, -0.703, -1.619], [-0.580, -0.915, 1.952], [1.041, -2.265, 0.964], [0.156, 1.970, -1.915]]}


# 5
{"formula": "C2H13N2O2", "method": "ωB97M-V/def2-TZVPD", "energy_ev": -9354.4597, "homo_energy_ha": -0.50243, "total_charge": 1, "gap_ev": 10.83, "species": ["C", "N", "C", "N", "H", "H", "H", "H", "H", "H", "H", "H", "H", "H", "H", "O", "H", "H", "O"], "xyz": [[0.559, 1.453, -1.303], [0.766, 1.889, 0.086], [0.316, -0.023, -1.360], [-0.960, -0.383, -0.647], [1.420, 1.663, -1.938], [-0.220, 2.029, -1.794], [1.764, 1.914, 0.288], [0.438, 2.848, 0.146], [1.076, -0.640, -0.900], [0.240, -0.364, -2.394], [-1.017, 0.104, 0.257], [-1.789, -0.185, -1.201], [-0.880, -1.383, -0.403], [-0.138, 0.129, 3.288], [-1.584, -0.291, 3.167], [-0.803, -0.105, 2.629], [0.189, -3.636, 0.398], [0.419, -2.352, 1.282], [0.204, -2.668, 0.398]]}


# 6
{"formula": "C2H13N2O2", "method": "ωB97M-V/def2-TZVPD", "energy_ev": -9352.7482, "homo_energy_ha": -0.51142, "total_charge": 1, "gap_ev": 10.76, "species": ["N", "C", "C", "N", "H", "H", "H", "H", "H", "H", "H", "H", "H", "H", "H", "O", "H", "H", "O"], "xyz": [[-0.552, -0.495, -0.277], [0.898, -0.777, -0.201], [1.328, 0.542, 0.543], [0.784, 1.740, 0.046], [-0.499, 0.530, -0.463], [-1.086, -0.802, 0.483], [-1.030, -0.826, -1.205], [1.287, -0.862, -1.202], [0.916, -1.669, 0.407], [2.457, 0.389, 0.533], [1.107, 0.443, 1.586], [0.897, 2.520, 0.672], [0.520, 1.963, -0.931], [-1.099, -3.770, -2.032], [0.032, -3.893, -1.014], [-0.596, -3.239, -1.397], [-1.060, 2.651, 1.108], [-2.297, 3.143, 1.932], [-2.007, 2.412, 1.412]]}


# 7
{"formula": "C2H13N2O2", "method": "ωB97M-V/def2-TZVPD", "energy_ev": -9353.5592, "homo_energy_ha": -0.49657, "total_charge": 1, "gap_ev": 10.50, "species": ["C", "N", "C", "N", "H", "H", "H", "H", "H", "H", "H", "H", "H", "H", "H", "O", "H", "H", "O"], "xyz": [[0.170, 0.869, -1.788], [-0.693, -0.320, -1.595], [0.487, 1.352, -0.384], [1.358, 0.328, 0.300], [-0.348, 1.661, -2.324], [1.091, 0.466, -2.229], [-1.629, 0.055, -1.589], [-0.525, -1.211, -2.047], [-0.366, 1.544, 0.256], [0.971, 2.326, -0.381], [1.243, -0.521, -0.268], [2.351, 0.556, 0.287], [1.011, -0.057, 1.210], [-1.565, -2.365, 0.331], [-1.028, -3.404, 1.406], [-0.970, -2.513, 1.094], [0.036, 0.532, 3.069], [-1.171, 0.056, 2.408], [-0.423, 0.647, 2.245]]}


# 8
{"formula": "C2H13NO3", "method": "ωB97M-V/def2-TZVPD", "energy_ev": -9915.3866, "s_squared": 0.75, "homo_energy_ha": [0.03770, -0.21090], "total_charge": -1, "spin_multiplicity": 2, "gap_ev": [2.45, 9.07], "species": ["C", "C", "N", "H", "H", "H", "H", "H", "H", "H", "H", "H", "O", "H", "H", "O", "H", "H", "O"], "xyz": [[-1.517, -2.769, -0.754], [-0.887, -1.364, -0.945], [-1.342, -0.405, 0.085], [-2.590, -2.633, -0.916], [-1.082, -3.494, -1.478], [-1.331, -3.248, 0.218], [0.184, -1.413, -1.011], [-1.342, -1.138, -1.920], [-0.926, 0.504, -0.115], [-1.969, -0.993, 0.602], [0.907, 2.817, -1.124], [-0.383, 3.429, -1.652], [0.143, 3.371, -0.842], [0.696, -0.724, 1.449], [0.599, -1.665, 2.537], [1.262, -1.063, 2.166], [1.395, 1.987, 0.860], [2.809, 1.983, 0.231], [1.912, 1.630, 0.119]]}


# 9
{"formula": "C2H13NO3", "method": "ωB97M-V/def2-TZVPD", "energy_ev": -9915.2025, "s_squared": 0.75, "homo_energy_ha": [0.03289, -0.19637], "total_charge": -1, "spin_multiplicity": 2, "gap_ev": [3.02, 8.92], "species": ["C", "N", "C", "H", "H", "H", "H", "H", "H", "H", "H", "H", "O", "H", "H", "O", "H", "H", "O"], "xyz": [[0.484, -1.836, 0.632], [1.588, -1.024, 0.098], [2.373, -0.412, 1.077], [-0.197, -1.244, 1.277], [0.836, -2.522, 1.335], [-0.147, -2.462, -0.117], [1.944, -1.435, -0.706], [2.672, -1.163, 1.808], [3.399, 0.029, 0.692], [1.947, 0.285, 1.832], [-4.300, 0.741, -0.563], [-2.867, 0.360, -0.874], [-3.487, 1.159, -0.715], [-0.385, -0.128, -2.829], [-0.092, -0.404, -1.448], [-0.887, -0.430, -2.053], [-1.096, 2.842, 0.555], [-0.742, 3.873, -0.461], [-1.042, 3.771, 0.459]]}


# 10
{"formula": "C2H13NO4", "method": "ωB97M-V/def2-TZVPD", "energy_ev": -11964.0979, "homo_energy_ha": -0.37608, "gap_ev": 10.69, "smiles": "NCCO.O.O.O", "species": ["N", "C", "C", "O", "H", "H", "H", "H", "H", "H", "H", "O", "H", "H", "O", "H", "H", "O", "H", "H"], "xyz": [[1.068, -0.420, -0.834], [1.926, 0.041, 0.249], [3.258, 0.569, -0.249], [3.119, 1.738, -1.046], [0.828, -1.404, -0.716], [1.622, -0.584, -1.677], [2.197, -0.738, 0.958], [1.514, 0.869, 0.843], [3.795, -0.233, -0.779], [3.844, 0.847, 0.623], [2.242, 1.759, -1.436], [-1.410, -1.834, 1.949], [-0.808, -1.863, 1.199], [-2.288, -1.833, 1.547], [-1.748, 3.323, 0.975], [-0.918, 3.210, 1.457], [-1.544, 3.112, 0.061], [-5.359, -2.383, -0.776], [-5.080, -1.617, -1.285], [-6.260, -2.559, -1.062]]}


# 11
{"formula": "C2H13NO4", "method": "ωB97M-V/def2-TZVPD", "energy_ev": -11962.6244, "homo_energy_ha": -0.30641, "gap_ev": 8.42, "smiles": "C=CN.O.O.O.O", "species": ["C", "C", "N", "H", "H", "H", "H", "H", "O", "H", "H", "O", "H", "H", "O", "H", "H", "O", "H", "H"], "xyz": [[1.019, 1.103, -1.782], [1.231, -0.121, -2.226], [0.536, -1.255, -1.725], [0.169, 1.370, -1.029], [1.546, 1.924, -2.012], [1.914, -0.509, -3.053], [0.119, -1.178, -0.746], [0.979, -2.162, -1.842], [-3.436, 0.138, 0.240], [-3.011, 0.167, 0.992], [-3.991, -0.739, 0.350], [1.185, 2.859, 1.777], [1.931, 3.388, 1.215], [0.338, 3.273, 1.639], [1.327, 0.480, 3.057], [1.549, 1.024, 2.294], [0.354, 0.554, 3.172], [-1.128, -3.773, -0.074], [-1.008, -3.180, 0.640], [-1.620, -3.363, -0.887]]}


# 12
{"formula": "C2H13O4S", "method": "ωB97M-V/def2-TZVPD", "energy_ev": -21312.3818, "homo_energy_ha": -0.13412, "total_charge": -1, "gap_ev": 7.31, "species": ["C", "C", "S", "H", "H", "H", "H", "H", "H", "H", "O", "H", "H", "O", "H", "H", "O", "H", "H", "O"], "xyz": [[-0.528, -2.626, -0.203], [-1.073, -1.285, 0.290], [-0.502, -0.882, 1.974], [-0.888, -3.419, 0.458], [0.562, -2.622, -0.112], [-0.845, -2.843, -1.229], [-2.166, -1.295, 0.277], [-0.806, -0.524, -0.452], [1.358, -0.165, 1.261], [2.812, 0.110, 1.740], [2.217, 0.291, 1.008], [0.719, 0.601, -2.223], [-0.036, 1.673, -2.866], [0.282, 0.785, -3.067], [-2.244, 2.172, 1.638], [-0.923, 1.490, 1.515], [-1.386, 2.299, 1.222], [0.378, 2.231, -0.328], [1.815, 1.721, -0.171], [1.253, 2.287, -0.731]]}


> Number 6 is which compound?

C2H13N2O2